[1]
Formula: C12H8N2O5PdS
Source: the OMol25 dataset
Level of theory: ωB97M-V with the def2-TZVPD basis set

Structure (XYZ):
```
29
Properties=species:S:1:pos:R:3
Pd 1.016 -1.992 -0.151
O 0.927 -1.781 -2.149
C 0.735 -0.682 -2.696
C 0.859 0.621 -2.147
C 0.577 1.684 -3.030
C 0.705 2.974 -2.625
C 1.129 3.282 -1.312
C 1.417 2.281 -0.443
C 1.298 0.896 -0.804
O 1.578 0.021 0.072
N 0.405 4.056 -3.558
O 0.537 5.196 -3.155
O 0.040 3.760 -4.680
H 0.474 -0.727 -3.761
H 0.257 1.478 -4.043
H 1.217 4.319 -1.023
H 1.744 2.490 0.567
O 1.113 -2.297 1.788
N -0.109 -2.253 2.352
C -0.196 -1.778 3.609
C -1.386 -1.823 4.279
C -2.500 -2.369 3.630
C -2.382 -2.835 2.344
C -1.155 -2.765 1.671
S -0.905 -3.277 0.042
H 0.730 -1.387 4.000
H -1.446 -1.435 5.284
H -3.456 -2.414 4.134
H -3.225 -3.246 1.808
```

- Energy above the lowest of the compared OMol25 structures with the same formula, charge and spin: 15.3 kcal/mol
- HOMO-LUMO gap: 7.589 eV

---

[2]
Formula: C12H8N4OsS4SbSe4
Source: the OMol25 dataset
Level of theory: ωB97M-V with the def2-TZVPD basis set

Structure (XYZ):
```
34
Properties=species:S:1:pos:R:3
Os -0.024 0.253 1.227
S 2.247 -0.150 1.297
C 2.954 1.118 0.335
C 4.356 1.053 0.137
N 5.492 0.959 -0.025
C 2.198 2.105 -0.206
S 0.478 2.170 0.043
C 2.771 3.129 -1.002
N 3.222 3.950 -1.671
C 1.388 -3.415 1.618
C 0.830 -3.153 0.263
N 0.134 -2.111 -0.069
C -0.229 -2.133 -1.394
C 0.204 -3.221 -2.085
S 1.090 -4.252 -1.047
C -1.022 -1.026 -1.914
C -1.327 -0.769 -3.215
S -2.300 0.636 -3.309
C -2.245 0.798 -1.587
N -1.545 -0.134 -1.011
C -2.931 1.916 -0.886
H 1.143 -2.576 2.264
H 2.472 -3.519 1.577
H 0.964 -4.326 2.042
H 0.037 -3.463 -3.121
H -1.022 -1.315 -4.091
H -3.549 2.491 -1.574
H -2.194 2.585 -0.441
H -3.556 1.525 -0.085
Se -1.769 4.751 2.903
Sb -1.431 2.792 4.391
Se -2.142 0.931 2.419
Se -1.016 -0.976 3.186
Se -3.679 3.378 5.031
```

- Energy above the lowest of the compared OMol25 structures with the same formula, charge and spin: 13.8 kcal/mol
- HOMO-LUMO gap (spin up / spin down): 6.620 / 6.426 eV
- Net charge: -1
- Multiplicity: 5

---

[3]
Formula: C12H8NaO4S
Source: the OMol25 dataset
Level of theory: ωB97M-V with the def2-TZVPD basis set

Structure (XYZ):
```
26
Properties=species:S:1:pos:R:3
O 0.522 3.405 -1.427
C -0.117 2.820 -0.619
O -1.522 2.869 -0.657
C -1.914 1.903 0.293
O -3.061 1.637 0.453
C -0.719 1.307 1.086
C -0.781 0.247 2.259
C -0.977 -1.173 1.528
O -1.600 -2.079 2.001
C -0.327 -1.301 0.098
C -1.109 -0.999 -1.120
C -0.496 -1.083 -2.448
C 0.925 -1.477 -2.511
C 1.702 -1.816 -1.326
C 1.081 -1.733 0.005
C 0.401 1.895 0.531
S 2.156 1.715 0.959
H -1.639 0.434 2.954
H 0.169 0.205 2.852
H -2.176 -0.688 -0.963
H -1.102 -0.830 -3.350
H 1.391 -1.519 -3.526
H 2.772 -2.130 -1.394
H 1.630 -1.988 0.941
H 2.694 0.678 0.233
Na 2.100 -0.301 3.148
```

- HOMO-LUMO gap: 7.703 eV
- Net charge: +1

---

[4]
Formula: C12H8O8
Source: the OMol25 dataset
Level of theory: ωB97M-V with the def2-TZVPD basis set

Structure (XYZ):
```
28
Properties=species:S:1:pos:R:3
O -2.907 -0.912 -3.049
O -3.998 -2.234 -0.670
O 2.077 1.795 -1.777
O -0.537 -2.464 3.727
O -0.025 0.960 -3.199
O -3.043 -2.704 2.051
O 2.354 0.782 0.676
O 1.424 -0.430 2.780
C -2.247 -0.894 -1.801
C -2.794 -1.586 -0.706
C 1.066 0.904 -1.179
C -0.699 -1.742 2.483
C -0.036 0.535 -1.933
C -1.905 -1.960 1.691
C 1.140 0.594 0.176
C 0.360 -0.859 1.978
C -1.063 -0.204 -1.391
C -1.913 -1.452 0.345
C 0.174 -0.259 0.753
C -0.872 -0.707 -0.062
H -2.225 -0.482 -3.647
H -4.497 -2.149 -1.480
H 2.818 1.670 -1.182
H -1.198 -3.196 3.832
H 0.619 1.695 -3.106
H -3.491 -2.855 1.193
H 2.224 0.869 1.645
H 1.239 -0.965 3.648
```

- SMILES: OC1=C(O)c2c(O)c(O)c(O)c3c(O)c(O)c(O)c1c23
- Energy above the lowest of the compared OMol25 structures with the same formula, charge and spin: 41.3 kcal/mol
- HOMO-LUMO gap: 6.866 eV